Record 1
Here is the molecule C5H8N2OS from the Open Molecules 2025 dataset. Energies are from ωB97M-V with the def2-TZVPD basis set.

Positions of all 17 atoms, in Å:
C 2.224083 0.131029 -0.013870
C -0.636976 0.008049 0.467890
C 0.236096 1.048613 1.224008
C -0.997497 -1.000555 -1.891684
C -0.125401 -0.258411 -0.918109
N 1.632898 0.605325 1.120903
N 1.426263 -0.567382 -0.870796
O 3.447453 0.123416 -0.015185
S -0.809101 0.767088 -2.256943
H -0.623353 -0.782307 1.195723
H -1.609392 0.387859 0.270622
H 0.233219 2.040754 0.679667
H -0.209207 1.070707 2.184111
H -0.574915 -1.397635 -2.774915
H -1.862852 -1.464540 -1.605933
H 2.317302 1.262365 1.481372
H 1.952478 -1.009422 -1.618016

Cartesian forces (eV/Å) of the 6 atoms listed first:
C 0.490 -1.475 1.140
C 1.265 1.261 0.068
C 0.344 0.564 -3.758
C 2.566 1.668 -0.366
C 3.131 -1.754 -0.694
N -0.641 1.180 1.390

Properties
* energy relative to the best compared isomer or geometry (same formula, charge and spin): 40.09 kcal per mole
* max |F|: 0.0742 Eh/bohr
* orbital gap: 0.3622 Ha
* molar mass: 144.2 g mol⁻¹
* SMILES string: O=C1NCC[C@]2(CS2)N1

Atom charges from the Löwdin analysis, given in e for atoms 1 to 4: -0.61, -0.17, -0.15, -0.35


Record 2
Here is the molecule C5H8N2OS from the Open Molecules 2025 dataset. Energies are from ωB97M-V with the def2-TZVPD basis set.

Positions of all 17 atoms, in Å:
C 3.005172 -0.673802 -0.144423
C 3.142260 0.629035 0.327764
C 0.921154 -0.238453 -0.108073
C -1.437753 -1.441919 0.277101
C -2.226318 1.416405 -0.306483
N 1.756040 -1.151677 -0.420355
N -0.648154 -0.221048 -0.356029
O -1.043638 0.945890 0.267098
S 1.564039 1.237151 0.476178
H 3.781571 -1.341999 -0.405492
H 3.916173 1.301353 0.633473
H -2.358578 -1.478744 -0.209122
H -0.888122 -2.342761 0.111342
H -1.647159 -1.321591 1.327732
H -2.813783 2.257024 0.239660
H -2.951637 0.604243 -0.399939
H -2.071272 1.820887 -1.310434

Cartesian forces (eV/Å) of the 6 atoms listed first:
C 1.081 1.064 0.091
C -1.307 -1.760 -0.536
C -4.368 0.997 -0.257
C 2.226 2.068 -0.231
C -2.119 1.177 -0.635
N -0.234 0.116 0.269

Properties
* energy relative to the best compared isomer or geometry (same formula, charge and spin): 99.09 kcal per mole
* max |F|: 0.0873 Eh/bohr
* orbital gap: 0.3435 Ha
* molar mass: 144.2 g mol⁻¹
* SMILES string: CON(C)c1nccs1

Atom charges from the Löwdin analysis, given in e for atoms 1 to 4: -0.25, -0.39, -0.54, 0.00


Record 3
Here is the ion C5H8N2P with charge +1 from the Open Molecules 2025 dataset. Energies are from ωB97M-V with the def2-TZVPD basis set.

Positions of all 16 atoms, in Å:
C 1.392674 -1.190121 0.092438
C 0.352079 -0.298514 0.348396
C 2.369822 -1.534028 -0.787566
C -0.577989 0.411006 0.693077
C -1.766529 0.988799 0.842058
N -2.256697 1.659092 -0.191133
N -2.321467 0.956780 2.037103
P 2.834947 -1.478842 -2.522765
H 1.325397 -1.729920 1.055816
H 3.817141 -0.551823 -2.538904
H 2.936719 -2.404534 -0.358044
H -1.765038 1.551644 -0.988594
H -3.235403 2.011704 -0.185892
H -1.835672 0.540916 2.816281
H -3.033813 1.731228 2.408419
H 1.763830 -0.663388 -2.720689

Cartesian forces (eV/Å) of the 6 atoms listed first:
C 0.500 -0.813 1.259
C -0.970 1.589 -1.359
C 0.380 -1.897 1.898
C 4.160 -2.927 -1.156
C -2.152 2.183 0.740
N -3.424 0.508 3.367

Properties
* energy relative to the best compared isomer or geometry (same formula, charge and spin): 60.68 kcal per mole
* charge: +1
* max |F|: 0.1014 Eh/bohr
* orbital gap: 0.2856 Ha
* molar mass: 127.1 g mol⁻¹
* SMILES string: NC(=[NH2+])C#C/C=C\P

Atom charges from the Löwdin analysis, given in e for atoms 1 to 4: -0.16, 0.05, -0.39, 0.05


Record 4
Here is the molecule C5H8N2S from the Open Molecules 2025 dataset. Energies are from ωB97M-V with the def2-TZVPD basis set.

Positions of all 16 atoms, in Å:
C 1.920766 0.063127 -0.875494
C 0.745582 0.147974 0.061965
C 0.553042 -0.890024 1.157907
C -0.475782 -0.779658 0.052256
C -1.019606 1.386442 0.482749
H 2.206622 -0.953217 -1.076925
H 2.791517 0.523739 -0.403903
H 1.686362 0.558300 -1.831791
H 0.238042 -0.540716 2.176107
H 1.230965 -1.761714 1.160702
H -0.688660 -1.600225 -0.668216
H -3.044283 0.157301 -1.475420
H -1.670020 2.222242 0.734954
N -1.571087 0.125526 0.340456
N 0.249429 1.474778 0.346318
S -3.152884 -0.133878 -0.181661

Cartesian forces (eV/Å) of the 6 atoms listed first:
C -0.177 0.554 0.021
C 0.034 -0.533 0.053
C -0.230 0.177 0.707
C 0.166 -0.594 -0.401
C 0.366 0.414 0.110
H -0.078 -0.591 -0.114

Properties
* energy relative to the best compared isomer or geometry (same formula, charge and spin): 41.10 kcal per mole
* max |F|: 0.0233 Eh/bohr
* orbital gap: 0.3541 Ha
* molar mass: 128.2 g mol⁻¹
* SMILES string: C[C@]12C[C@H]1N(S)C=N2

Atom charges from the Löwdin analysis, given in e for atoms 1 to 4: -0.03, -0.47, -0.03, -0.24


Look up the orbital gap of the third one.
0.2856 Ha


max |F| of number 4 (C5H8N2S)?
0.0233 Eh/bohr


Look up the energy relative to the best compared isomer or geometry (same formula, charge and spin) of the first one.
40.09 kcal per mole